Below is a structure of composition C46H59N3O5P3RuS3, with properties calculated with wB97M-V/def2-TZVPD.

Atoms and positions in Å:
Ru -0.164 -0.618 -1.270
O 1.702 -1.200 -3.425
C 0.780 -1.607 -2.735
C 0.314 -3.031 -3.045
C 0.673 -3.652 -4.238
C 0.261 -4.948 -4.485
C -0.477 -5.645 -3.517
C -0.795 -5.046 -2.305
C -0.438 -3.722 -2.080
P -0.562 -2.819 -0.498
C 0.455 -3.883 0.568
C 1.827 -3.871 0.340
C 2.660 -4.697 1.070
C 2.130 -5.525 2.050
C 0.766 -5.534 2.286
C -0.076 -4.725 1.539
C -2.235 -3.021 0.184
C -2.482 -2.337 1.374
C -3.714 -2.445 1.995
C -4.709 -3.235 1.436
C -4.474 -3.898 0.243
C -3.244 -3.785 -0.387
H 1.272 -3.098 -4.947
H 0.524 -5.431 -5.417
H -0.783 -6.667 -3.704
H -1.304 -5.613 -1.535
H 2.245 -3.180 -0.384
H 3.729 -4.666 0.902
H 2.784 -6.137 2.657
H 0.359 -6.142 3.083
H -1.136 -4.716 1.752
H -1.704 -1.722 1.813
H -3.897 -1.902 2.913
H -5.673 -3.317 1.921
H -5.253 -4.496 -0.212
H -3.092 -4.262 -1.345
O 3.522 0.346 0.042
C 2.422 0.607 0.504
N 1.195 0.053 0.190
C 0.222 0.647 0.917
O -0.980 0.377 0.712
C 0.792 1.668 1.837
C 0.221 2.561 2.721
C 1.080 3.470 3.336
C 2.453 3.473 3.058
C 3.017 2.557 2.166
C 2.164 1.659 1.567
H -0.842 2.549 2.924
H 0.678 4.194 4.035
H 3.090 4.202 3.546
H 4.077 2.549 1.945
C 2.397 0.633 6.853
C 2.921 0.010 5.563
C 2.519 0.818 4.332
O 2.558 -1.369 5.527
P 1.244 -2.054 4.885
S 1.229 -3.902 5.570
S 1.084 -1.740 2.949
O 0.145 -1.138 5.682
C -1.237 -1.015 5.365
C -1.455 0.169 4.432
C -1.857 -2.296 4.836
H 2.759 1.658 6.951
H 2.730 0.055 7.714
H 1.309 0.635 6.843
H 4.017 -0.018 5.614
H 1.436 0.897 4.241
H 2.890 0.360 3.417
H 2.939 1.823 4.429
H -1.697 -0.788 6.337
H -0.936 -0.001 3.491
H -1.069 1.085 4.881
H -2.520 0.300 4.234
H -1.424 -2.572 3.875
H -2.930 -2.140 4.709
H -1.690 -3.120 5.528
C 1.527 1.822 -5.039
C 0.069 2.208 -4.757
C -0.791 0.984 -5.128
C -0.300 3.395 -5.652
P -0.099 2.463 -2.872
N 0.004 1.135 -2.120
C -1.761 3.320 -2.543
C -2.132 3.086 -1.071
C -1.812 4.817 -2.858
C -2.841 2.607 -3.366
C 1.325 3.602 -2.300
C 1.603 4.853 -3.136
C 0.992 4.039 -0.868
C 2.595 2.737 -2.217
H 1.595 1.488 -6.077
H 1.851 1.000 -4.397
H 2.208 2.660 -4.920
H -0.312 0.449 -5.950
H -1.794 1.261 -5.448
H -0.878 0.292 -4.289
H -0.121 3.117 -6.696
H 0.301 4.278 -5.444
H -1.347 3.674 -5.569
H -1.564 3.707 -0.385
H -1.976 2.042 -0.790
H -3.192 3.319 -0.942
H -1.241 5.409 -2.148
H -2.852 5.149 -2.795
H -1.457 5.051 -3.857
H -2.809 1.528 -3.221
H -2.772 2.816 -4.430
H -3.819 2.955 -3.025
H 0.728 5.486 -3.252
H 1.981 4.608 -4.125
H 2.372 5.447 -2.634
H 0.218 4.801 -0.830
H 1.891 4.456 -0.408
H 0.675 3.190 -0.263
H 3.171 2.756 -3.137
H 2.355 1.700 -1.984
H 3.235 3.114 -1.418
S -4.598 -1.297 -3.100
C -3.044 -1.124 -2.606
N -1.927 -1.012 -2.287

As for the spin multiplicity: 2. The value obtained for the gap between HOMO and LUMO (alpha / beta) is 6.34 / 6.31 eV. The energy relative to the best compared isomer or geometry (same formula, charge and spin) comes out at 0.0 kJ/mol. As for the expectation value of S²: 0.7563. For the molecular weight, the calculation gives 1024.19 u. As for the energy: -126328.80863 eV. For the HOMO energy (alpha / beta), the calculation gives -2.346 / -2.318 eV. As for the net charge: -2.

Below is the ion C2H2IO3 with charge -1, with properties calculated with wB97M-V/def2-TZVPD.

Atoms and positions in Å:
C -0.622 0.792 0.663
C 0.339 -0.658 0.021
O -0.126 1.749 0.032
O -1.502 0.599 1.423
O 1.211 -0.049 -0.872
I -1.170 -1.921 -1.234
H 0.864 -1.364 0.741
H 1.005 0.853 -0.775

The value obtained for the gap between HOMO and LUMO is 7.67 eV. The energy relative to the best compared isomer or geometry (same formula, charge and spin) comes out at 30.5 kJ/mol. Its structure (SMILES) is O=C([O-])[C@H](O)I. For the molecular weight, the calculation gives 200.94 u. As for the energy: -16350.86899 eV. For the HOMO energy, the calculation gives -4.494 eV. As for the net charge: -1.

Below is a structure of composition C24H20Br2N5O2SV, with properties calculated with wB97M-V/def2-TZVPD.

Atoms and positions in Å:
V -0.148 -1.219 1.414
O 2.158 -2.503 -2.186
C 3.325 -2.573 -1.530
C 4.426 -3.046 -2.240
C 5.652 -3.163 -1.625
C 5.826 -2.801 -0.283
C 4.769 -2.290 0.420
C 3.499 -2.167 -0.182
C 2.414 -1.609 0.575
O 1.159 -1.666 0.181
N 2.648 -0.986 1.731
N 1.496 -0.588 2.257
C 1.412 -0.010 3.419
C 0.056 0.308 3.787
C -0.354 0.997 4.922
C -1.700 1.274 5.086
C -2.610 0.859 4.116
C -2.142 0.164 3.022
N -0.840 -0.125 2.864
H 1.462 -2.173 -1.612
H 4.282 -3.314 -3.278
H 6.496 -3.536 -2.189
H 6.792 -2.912 0.188
H 4.875 -1.987 1.452
H 2.279 0.194 4.034
H 0.380 1.317 5.649
H -2.047 1.819 5.953
H -3.666 1.066 4.211
H -2.819 -0.173 2.246
Br 0.345 -3.404 2.902
C -1.050 -4.375 1.979
Br -2.011 -3.098 0.885
H -1.726 -4.810 2.705
H -0.599 -5.119 1.334
S -2.242 4.139 -1.651
C -1.667 2.600 -1.028
C -2.336 1.382 -1.150
C -1.837 0.277 -0.497
N -0.710 0.290 0.237
C -0.023 1.448 0.290
C -0.470 2.605 -0.301
C -2.706 3.665 -3.322
C -3.944 3.120 -3.618
C -4.195 2.787 -4.947
N -3.308 2.987 -5.908
C -2.136 3.533 -5.624
C -1.780 3.896 -4.328
H -3.240 1.287 -1.734
H -2.371 -0.664 -0.558
H 0.923 1.438 0.815
H 0.111 3.513 -0.225
H -4.698 2.977 -2.856
H -5.141 2.348 -5.240
H -1.451 3.680 -6.450
H -0.819 4.344 -4.117

As for the spin multiplicity: 3. The value obtained for the gap between HOMO and LUMO (alpha / beta) is 6.20 / 5.90 eV. As for the expectation value of S²: 2.0210. For the molecular weight, the calculation gives 653.28 u. As for the energy: -213352.33432 eV. For the HOMO energy (alpha / beta), the calculation gives -13.444 / -13.438 eV. As for the net charge: +2.